Record 1
33
Properties=species:S:1:pos:R:3:forces:R:3:nbo_charge:R:1 method="wB97M-V/def2-TZVPD" s2=2.0373 spin_multiplicity=3 total_energy_ev=-19045.7625 total_charge=+1 homo_lumo_gap_ev="7.78 / 3.98" lumo_energy_ev="-3.5 / -8.4" e_homo_ev="-11.3 / -12.4"
C 1.615 -2.318 0.444 0.125 1.159 -0.734 -0.289
C 1.962 -0.999 0.644 2.148 0.664 0.798 -0.271
C 2.373 -0.295 -1.692 1.460 0.628 -1.971 -0.676
C -3.438 1.325 -0.684 1.076 -0.516 1.871 -1.061
C -2.377 -1.878 -0.365 0.253 2.223 -2.663 -1.090
C -1.865 0.022 2.059 -1.775 1.510 -1.156 -1.079
C 2.842 1.360 0.080 1.865 -1.929 3.013 -0.308
C -0.501 0.655 -0.635 -2.937 1.523 -2.228 -1.104
C 2.383 -0.002 -0.280 -2.355 -2.060 2.319 0.042
N 2.779 1.993 1.361 0.305 -2.010 0.150 -0.296
Si -2.194 0.009 0.121 1.621 0.619 0.431 1.535
H 1.545 -2.993 1.280 -0.133 -0.093 -0.036 0.223
H 1.463 -2.655 -0.571 -0.153 -0.372 0.100 0.200
H 2.260 -0.771 1.672 -0.571 0.062 0.139 0.185
H 1.501 -0.869 -2.010 0.077 0.128 0.012 0.261
H 2.456 0.664 -2.320 -0.053 -1.613 0.611 0.230
H 3.290 -0.950 -1.811 -0.818 0.652 -0.655 0.252
H -3.973 1.988 0.089 0.760 -1.057 -1.421 0.254
H -2.812 1.891 -1.417 -0.848 -0.360 0.607 0.239
H -4.080 0.599 -1.152 -0.891 0.419 -0.585 0.234
H -3.073 -1.838 -1.237 -0.386 -0.395 0.930 0.242
H -1.525 -2.258 -0.960 0.282 0.282 0.817 0.236
H -2.636 -2.573 0.383 -0.569 -0.634 0.769 0.244
H -1.029 -0.637 2.220 0.179 -0.320 0.411 0.224
H -1.672 1.066 2.417 0.151 -0.847 -0.305 0.227
H -2.812 -0.271 2.570 0.900 -0.235 -0.132 0.245
H 3.915 1.149 -0.178 0.733 0.664 0.693 0.325
H 2.687 2.043 -0.620 -1.294 3.251 -3.185 0.254
H -0.501 0.581 -1.770 -0.128 -0.383 1.119 0.228
H 0.306 0.139 -0.268 1.413 -0.831 0.789 0.214
H -0.399 1.762 -0.548 -0.033 -0.604 0.588 0.219
H 3.069 2.960 1.510 -0.258 -0.040 -0.326 0.432
H 2.715 1.412 2.223 -0.146 0.516 -0.769 0.428

Record 2
38
Properties=species:S:1:pos:R:3:forces:R:3:nbo_charge:R:1 method="wB97M-V/def2-TZVPD" s2=2.0318 spin_multiplicity=3 total_energy_ev=-120856.2432 total_charge=+3 homo_lumo_gap_ev="7.55 / 9.06" lumo_energy_ev="-12.1 / -11.1" e_homo_ev="-19.6 / -20.1"
V -0.040 -0.074 0.273 0.100 0.020 0.071 1.294
C 1.324 -0.762 -2.229 0.088 0.131 0.068 -0.255
C 0.395 -1.927 -1.920 -0.214 0.025 0.151 -0.251
N -0.767 -1.499 -1.052 -0.036 0.045 -0.188 -0.683
C -1.967 -0.929 -1.768 0.140 -0.134 0.088 -0.250
C -1.746 0.468 -2.325 0.031 0.055 -0.018 -0.518
S -1.015 1.622 -1.077 -0.027 -0.039 -0.034 0.342
C 0.562 2.192 -1.843 -0.035 0.000 -0.045 -0.527
C 1.811 1.522 -1.272 -0.039 -0.186 0.016 -0.251
N 1.592 0.060 -0.993 -0.104 -0.014 -0.052 -0.677
H 2.267 -1.126 -2.635 -0.022 -0.041 -0.030 0.274
H 0.897 -0.098 -2.975 -0.004 -0.024 -0.028 0.220
H 0.016 -2.376 -2.839 0.079 -0.013 -0.034 0.263
H 0.920 -2.705 -1.364 0.047 0.007 -0.024 0.243
H -1.105 -2.344 -0.590 0.013 -0.022 -0.009 0.434
H -2.257 -1.602 -2.578 -0.043 0.026 -0.016 0.266
H -2.778 -0.926 -1.038 -0.037 0.034 -0.035 0.241
H -1.100 0.486 -3.199 -0.024 -0.007 -0.021 0.249
H -2.704 0.899 -2.613 -0.002 -0.004 -0.013 0.299
H 0.444 2.045 -2.916 0.019 0.027 -0.007 0.263
H 0.605 3.267 -1.670 0.015 0.004 -0.012 0.300
H 2.642 1.646 -1.970 0.003 0.043 0.005 0.268
H 2.103 1.979 -0.325 -0.018 0.039 -0.006 0.245
H 2.443 -0.292 -0.550 0.009 -0.017 -0.017 0.434
C -1.101 -1.406 4.826 -0.032 -0.042 0.003 -0.957
As 0.036 0.103 4.585 -0.022 -0.013 -0.202 1.598
C 1.801 -0.201 5.234 0.029 -0.018 -0.003 -0.952
C -0.717 1.702 5.295 -0.018 0.018 -0.020 -0.950
S 0.239 0.493 2.384 0.099 0.105 0.324 -0.534
H -1.198 -1.561 5.903 -0.005 -0.008 0.000 0.299
H -0.643 -2.281 4.369 -0.021 -0.020 0.010 0.274
H -2.077 -1.194 4.395 -0.011 -0.024 0.009 0.277
H 1.715 -0.318 6.317 0.037 -0.011 0.002 0.296
H 2.425 0.659 5.001 0.012 -0.002 0.009 0.285
H 2.200 -1.109 4.788 0.027 -0.003 0.021 0.279
H -0.775 1.562 6.377 -0.018 0.029 0.003 0.295
H -1.712 1.849 4.879 -0.009 0.024 0.021 0.282
H -0.067 2.543 5.062 -0.005 0.012 0.011 0.286

Record 3
45
Properties=species:S:1:pos:R:3:forces:R:3:nbo_charge:R:1 method="wB97M-V/def2-TZVPD" total_energy_ev=-586014.9244 total_charge=+1 homo_lumo_gap_ev=7.53 lumo_energy_ev=-4.5 e_homo_ev=-12.0
Na 27.007 -15.449 -17.597 0.288 0.819 -0.030 0.944
Na 24.499 -12.897 -18.312 0.511 -0.041 0.034 0.968
Na 24.704 -15.697 -20.433 0.717 0.607 -0.032 0.971
B 25.322 -13.976 -16.196 0.235 0.286 0.953 -0.770
H 26.111 -14.483 -15.407 -0.083 0.021 -0.196 -0.002
H 24.348 -13.534 -15.616 0.043 -0.183 -0.271 0.020
H 25.887 -13.134 -16.831 0.569 0.686 0.043 -0.087
H 25.058 -14.769 -17.044 -0.828 -1.067 -0.749 -0.137
C 27.113 -12.966 -19.981 0.381 0.120 -0.194 -0.228
O 26.410 -14.048 -19.501 -1.616 -1.458 0.560 -1.121
H 26.653 -11.989 -19.726 0.042 -0.017 -0.069 0.116
H 28.138 -12.939 -19.579 -0.008 0.099 -0.077 0.161
H 27.202 -12.997 -21.079 0.068 0.205 -0.053 0.123
Br 28.844 -10.974 -14.848 -0.102 0.195 -0.014 0.041
C 28.815 -12.516 -15.991 -0.016 -0.870 -0.087 -0.476
C 30.238 -12.878 -16.367 -0.628 0.355 -0.143 -0.421
Br 30.250 -14.626 -17.235 -0.137 -0.148 -0.033 -0.042
H 28.199 -12.337 -16.869 0.088 0.333 -0.019 0.223
H 28.333 -13.334 -15.459 0.059 0.173 0.269 0.230
H 30.876 -12.952 -15.499 0.178 -0.005 -0.015 0.239
H 30.593 -12.169 -17.106 0.387 -0.052 0.078 0.234
Br 27.176 -15.476 -24.227 0.070 -0.133 -0.058 -0.004
C 28.020 -15.633 -22.478 0.373 0.243 -0.095 -0.455
C 29.305 -14.843 -22.523 0.068 0.355 -0.140 -0.457
Br 30.324 -15.019 -20.882 -0.145 -0.119 0.020 0.009
H 28.204 -16.689 -22.317 -0.090 -0.055 0.097 0.230
H 27.352 -15.194 -21.738 -0.085 -0.181 0.042 0.218
H 29.096 -13.782 -22.618 -0.028 0.088 -0.032 0.220
H 29.954 -15.122 -23.345 0.018 -0.216 0.011 0.242
Br 30.491 -10.731 -24.406 0.212 -0.207 0.096 -0.013
C 30.935 -9.986 -22.659 -0.031 0.371 -0.389 -0.441
C 29.674 -9.896 -21.844 -0.016 0.387 -0.127 -0.448
Br 30.110 -9.128 -20.110 -0.063 -0.244 0.134 -0.002
H 31.311 -8.993 -22.884 0.083 0.015 0.128 0.233
H 31.730 -10.575 -22.221 -0.106 -0.202 0.073 0.233
H 29.167 -10.847 -21.735 0.102 -0.164 0.299 0.213
H 28.983 -9.183 -22.283 -0.015 -0.074 -0.133 0.230
Br 26.931 -10.691 -24.879 -0.453 0.052 0.029 0.045
C 26.201 -11.876 -23.518 1.228 0.102 0.003 -0.475
C 25.007 -12.554 -24.054 -1.077 0.282 -0.280 -0.382
Br 24.344 -13.909 -22.778 -0.306 0.080 0.095 -0.128
H 26.005 -11.288 -22.630 -0.135 0.079 0.021 0.230
H 27.021 -12.558 -23.321 -0.062 -0.185 0.085 0.226
H 25.107 -13.052 -25.010 0.376 -0.259 0.099 0.249
H 24.177 -11.857 -24.143 -0.069 -0.072 0.066 0.239

Record 4
44
Properties=species:S:1:pos:R:3:forces:R:3:mulliken_spin:R:1 method="wB97M-V/def2-TZVPD" s2=6.0317 spin_multiplicity=5 total_energy_ev=-32262.7010 total_charge=+1 homo_lumo_gap_ev="5.17 / 6.16" lumo_energy_ev="-4.2 / -5.7" e_homo_ev="-9.3 / -11.8"
O -0.576 2.395 -2.695 -0.181 1.418 -0.588 0.550
H -0.992 2.600 -3.557 0.303 -0.405 0.087 -0.028
Ir -0.354 0.273 0.046 6.544 -2.387 -1.636 0.583
N -0.019 2.212 0.410 -1.559 -0.002 0.927 0.438
N 1.683 0.557 -0.326 -0.211 0.600 -0.062 0.460
N -2.004 -0.621 0.717 -2.270 -1.465 0.094 0.071
N 0.089 -1.754 0.032 -2.283 -2.485 0.166 0.005
O -0.734 2.893 1.207 -0.057 -0.012 -0.160 0.536
O -3.139 -0.014 1.241 0.026 -0.164 -0.033 0.018
O 1.256 -2.334 -0.267 -0.525 0.645 0.113 -0.005
O 2.628 -0.331 -0.391 -0.911 -0.200 0.029 0.304
C 2.060 1.857 -0.553 -1.466 2.116 0.586 0.039
C 1.067 2.787 -0.220 2.447 -0.897 -0.822 0.241
C -2.105 -1.954 0.694 -0.747 3.163 0.679 0.015
C -0.892 -2.607 0.376 2.440 1.138 -0.695 0.026
C 1.035 4.248 -0.444 0.329 0.348 0.015 0.032
H 0.367 4.495 -1.278 0.015 -0.074 0.154 0.015
H 2.032 4.590 -0.704 0.008 0.164 -0.020 0.002
H 0.688 4.784 0.448 0.062 -0.201 -0.227 0.009
C 3.424 2.123 -1.059 0.386 0.414 -0.319 0.008
H 3.554 1.698 -2.063 0.063 0.009 0.224 0.005
H 4.177 1.674 -0.401 -0.174 0.042 -0.170 0.001
H 3.614 3.201 -1.116 -0.069 -0.306 0.011 -0.001
C -3.378 -2.584 1.100 0.085 -0.966 -0.061 0.001
C -0.679 -4.063 0.485 0.182 -0.379 0.021 0.002
H -4.243 -1.958 0.893 0.204 -0.026 0.034 0.002
H -3.347 -2.813 2.171 -0.140 0.041 -0.060 0.002
H -3.469 -3.533 0.564 -0.113 0.031 0.150 0.000
H 0.394 -4.299 0.451 -0.483 0.065 -0.020 0.000
H -1.184 -4.562 -0.349 0.089 -0.137 0.141 0.002
H -1.102 -4.426 1.429 0.012 -0.060 -0.222 0.001
H -3.189 0.904 0.929 0.622 -0.033 -0.009 -0.004
H 1.910 -1.507 -0.344 0.573 -0.056 -0.117 -0.004
C -0.352 0.146 -2.270 -0.677 -2.928 2.269 0.406
H -0.060 1.202 -2.682 0.388 0.751 -0.123 0.159
H -1.408 0.020 -2.497 0.282 -0.229 -0.333 -0.010
H 0.238 -0.680 -2.674 0.359 0.393 -0.134 0.005
O -1.888 1.397 -0.888 -3.796 2.946 -2.137 0.158
H -1.507 1.940 -1.770 -0.251 -0.562 1.685 -0.053
H -2.835 1.233 -1.106 0.778 -0.242 0.262 -0.005
N 0.242 0.243 2.157 -0.276 -0.170 0.884 0.037
H 1.117 0.755 2.317 -0.334 -0.173 -0.227 -0.009
H 0.374 -0.714 2.502 -0.007 0.397 -0.064 -0.009
H -0.475 0.692 2.744 0.334 -0.121 -0.293 -0.005

Record 5
39
Properties=species:S:1:pos:R:3:forces:R:3:nbo_charge:R:1 method="wB97M-V/def2-TZVPD" s2=12.0181 spin_multiplicity=7 total_energy_ev=-55663.4106 total_charge=+2 homo_lumo_gap_ev="5.23 / 2.71" lumo_energy_ev="-10.0 / -12.5" e_homo_ev="-15.2 / -15.2"
Fe -1.726 -0.418 2.092 0.853 -5.566 -3.859 2.019
F -0.759 -0.595 0.307 -1.953 1.220 2.910 -0.668
F -2.971 -1.962 1.608 2.239 3.410 1.300 -0.546
C -3.462 4.121 -1.351 0.480 -0.431 0.015 -0.662
C -2.273 3.166 -1.593 -2.988 0.051 1.973 0.078
C -0.888 3.790 -1.169 1.517 0.213 1.209 -0.558
O -2.470 1.898 -0.978 -0.114 2.654 -0.848 -0.344
H -3.205 5.091 -1.777 -0.020 -0.027 0.089 0.263
H -3.804 4.250 -0.324 0.665 0.005 0.406 0.268
H -4.405 3.795 -1.789 0.184 -0.400 -0.642 0.285
H -2.183 3.101 -2.677 0.672 -0.694 -0.908 0.345
H -1.021 4.213 -0.173 -0.644 -0.080 0.171 0.259
H -0.535 4.630 -1.767 -0.419 -0.453 -0.659 0.286
H -0.103 3.049 -1.021 -0.043 -0.160 -0.642 0.248
H -1.850 1.245 -1.312 0.904 -0.754 -0.480 0.525
C 2.577 -0.353 -0.430 1.199 0.318 -0.877 -0.651
C 2.114 0.292 -1.757 0.236 -0.513 0.234 0.109
C 2.977 0.047 -3.022 -0.591 -0.428 0.926 -0.622
O 0.849 -0.276 -2.092 -0.706 0.414 -0.308 -0.737
H 2.518 -1.439 -0.493 0.055 -0.002 -0.226 0.216
H 2.102 -0.053 0.503 -0.490 0.374 -0.238 0.184
H 3.625 -0.073 -0.324 0.167 -0.200 0.250 0.236
H 2.012 1.372 -1.653 -0.007 0.286 0.282 0.137
H 3.023 -1.033 -3.158 0.007 0.000 -0.256 0.223
H 4.000 0.426 -3.019 -0.207 0.241 0.283 0.230
H 2.394 0.497 -3.825 0.298 -0.125 -0.206 0.224
H 0.336 -0.343 -1.284 0.022 -0.257 0.137 0.461
C 1.351 -3.190 1.980 0.246 0.584 -0.387 -0.678
C -0.138 -2.992 2.399 1.473 -3.845 -0.944 0.060
C -0.626 -3.855 3.539 -0.698 -0.480 -0.021 -0.655
O -0.207 -1.631 2.773 -1.796 2.302 0.097 -0.785
H 1.655 -2.410 1.282 -0.420 0.048 -0.329 0.229
H 1.661 -4.118 1.499 -0.736 -0.239 0.144 0.278
H 2.094 -3.050 2.765 -0.353 -0.142 0.787 0.224
H -0.805 -3.254 1.578 0.123 0.860 -0.268 0.238
H -1.683 -3.619 3.662 -0.038 0.329 0.623 0.227
H -0.058 -3.843 4.469 -0.023 0.368 -0.051 0.235
H -0.717 -4.901 3.246 0.524 -0.049 -0.329 0.267
H 0.603 -1.576 3.286 0.385 1.165 0.638 0.551

Record 6
39
Properties=species:S:1:pos:R:3:forces:R:3:nbo_charge:R:1 method="wB97M-V/def2-TZVPD" total_energy_ev=-69708.5589 homo_lumo_gap_ev=4.45 lumo_energy_ev=-5.6 e_homo_ev=-10.1
Zn 0.873 -1.892 -0.295 0.900 -1.748 0.398 1.212
F 0.621 -3.574 2.552 0.053 0.954 -1.462 -0.606
F 2.791 -3.446 -2.489 -1.035 0.920 1.100 -0.608
C 5.819 0.312 3.288 -0.587 0.016 0.450 -0.635
C 4.868 1.053 2.364 -0.312 -0.045 0.895 0.089
C 5.392 2.346 1.876 0.139 0.930 -0.590 -0.632
O 4.486 0.241 1.296 -0.066 -0.848 -1.190 -0.721
H 6.773 0.059 2.825 -0.155 -0.165 -0.343 0.204
H 5.262 -0.572 3.595 0.496 -0.250 0.152 0.225
H 6.085 0.888 4.175 -0.217 0.127 0.072 0.211
H 3.893 1.229 2.819 0.166 0.097 0.714 0.170
H 5.407 3.100 2.663 0.166 0.018 -0.047 0.218
H 4.739 2.682 1.070 -0.029 0.279 0.037 0.214
H 6.386 2.229 1.445 0.215 0.070 0.088 0.198
H 5.242 0.188 0.707 0.087 -0.268 -0.294 0.458
C -2.963 -3.621 -5.153 0.460 0.316 0.257 -0.640
C -2.798 -2.349 -4.282 -0.178 0.130 -1.730 0.090
C -3.989 -1.406 -4.364 -0.833 -0.178 0.285 -0.639
O -2.477 -2.668 -2.951 -0.045 -0.104 0.090 -0.712
H -3.804 -4.240 -4.840 -0.127 0.032 0.015 0.199
H -2.053 -4.219 -5.101 0.003 -0.066 0.319 0.225
H -3.050 -3.391 -6.215 -0.348 0.250 0.052 0.216
H -1.974 -1.797 -4.734 0.380 -0.048 0.355 0.170
H -4.872 -1.736 -3.816 0.014 -0.660 0.258 0.200
H -4.368 -1.340 -5.384 0.362 0.462 -0.123 0.217
H -3.801 -0.441 -3.893 0.357 0.163 -0.459 0.215
H -3.233 -3.214 -2.722 0.043 -0.256 0.774 0.461
C -1.786 2.916 3.090 -0.654 -0.715 -1.301 -0.637
C -2.149 1.666 2.184 0.853 0.371 0.595 0.094
C -3.549 1.691 1.631 -1.046 0.000 0.829 -0.635
O -1.305 1.493 1.035 0.547 0.157 0.331 -0.733
H -2.219 2.742 4.075 -0.005 0.217 -0.026 0.219
H -2.240 3.787 2.617 -0.187 0.216 0.227 0.197
H -0.727 3.157 3.184 0.063 -0.555 -0.056 0.223
H -1.955 0.781 2.790 -0.171 -0.105 -0.077 0.180
H -3.630 2.470 0.872 0.000 -0.123 -0.254 0.197
H -4.330 1.921 2.356 0.180 0.256 0.393 0.216
H -3.869 0.715 1.266 0.386 0.071 -0.473 0.223
H -1.497 2.243 0.466 0.125 0.082 -0.261 0.458